Entry 1:
The following is a quantum chemistry calculation of a cluster of 2 separate species, C13H15N2 in total in a non-equilibrium geometry, from OMol25.

XYZ file:
```
30
Properties=species:S:1:pos:R:3:forces:R:3
C 2.867931 -0.397642 -1.736180 0.29 1.55 1.10
C 2.360896 -1.192597 -0.725830 0.76 0.95 -0.49
C 2.925345 0.956458 -1.520571 -0.51 0.09 -0.93
C 1.911863 -0.655122 0.474968 -0.53 0.36 -1.44
C 2.115998 1.486100 -0.562113 0.64 0.93 0.64
C 1.600370 0.727046 0.507046 1.44 -1.01 -0.28
C -2.466340 -2.102839 -0.886286 1.74 2.99 1.46
C -1.710465 -1.012159 -1.552564 -0.81 0.82 4.90
C -2.532081 -2.086579 0.432893 0.32 -0.55 1.23
C -1.228921 0.070007 -0.875667 0.85 0.88 -2.83
C -1.930120 -0.959965 1.209208 -1.51 -0.16 1.39
C -1.342549 0.292015 0.536733 -0.40 -0.98 2.76
C 0.940701 1.316566 1.638420 1.08 3.64 -5.64
N 0.853641 2.640948 1.650750 -1.26 -0.54 1.27
N -2.829218 0.252003 1.006349 -0.36 0.61 0.22
H 3.369734 -0.642192 -2.621804 0.39 -1.59 -1.00
H 2.553083 -2.182332 -0.976256 -0.27 -2.13 0.70
H 3.486855 1.601308 -2.194893 -0.33 -0.07 0.08
H 1.753193 -1.343717 1.267946 -0.47 -0.16 0.79
H 2.131250 2.552092 -0.707941 -0.73 0.55 0.88
H -2.904461 -2.878472 -1.370780 -1.09 -1.98 -1.88
H -1.599835 -1.200446 -2.507621 0.96 -0.16 -4.90
H -3.054601 -2.886440 0.979780 0.44 0.40 -0.15
H -0.605561 0.920811 -1.376346 -1.13 -1.92 0.30
H -1.789991 -1.221487 2.336612 -0.09 0.82 -2.06
H 0.648612 0.736270 2.368262 -1.66 -2.49 3.97
H 0.092539 3.044817 2.208598 0.90 0.00 -0.17
H 1.194772 3.191994 0.872681 -0.15 -0.26 0.15
H -3.574811 0.262053 0.309876 0.49 -0.80 -0.30
H -3.237829 0.711502 1.814730 1.01 0.22 0.23
```
Positions in Å, forces in eV/Å.

Results
Net charge = +1
Largest force on an atom = 6.8 eV/Å
Spin multiplicity = 1
HOMO energy (alpha / beta) = -10.9867 / -10.9858 eV
Relative energy (zero: lowest compared OMol25 entry of this formula, charge and spin) = 6.714 eV

So, what does the Mulliken scheme give us? The charges, in e, come out as: -0.39 -0.73 -0.77 -0.54 -0.60 1.18 -0.47 -0.82 -0.63 -0.18 0.15 -0.21 -0.20 -0.34 -0.35 0.49 0.51 0.37 0.45 0.24 0.57 0.62 0.36 0.30 0.35 0.62 0.30 0.19 0.28 0.26

=====

Entry 2:
The following is a quantum chemistry calculation of the molecule C6H10S in a non-equilibrium geometry, from OMol25.

XYZ file:
```
17
Properties=species:S:1:pos:R:3:forces:R:3
C 1.305228 0.692804 0.986869 -0.18 -0.45 -0.43
C 1.777276 -0.477559 1.270902 0.31 -0.64 0.22
C 0.949918 1.190340 -0.434250 -0.06 -2.01 0.55
C -0.050674 0.137470 -1.200353 1.39 2.56 1.09
C -1.099003 -0.313424 -0.305383 -1.31 1.43 -0.34
C -0.998126 -1.517457 0.505890 -2.51 1.63 2.79
S -2.401542 0.796371 -0.161672 -1.59 -1.09 1.67
H 0.923772 1.196940 1.880449 0.21 0.68 -0.43
H 1.981378 -1.452074 0.860682 0.39 0.13 -0.17
H 0.440980 2.079429 -0.191000 -1.00 1.26 -0.47
H 1.819215 1.454481 -1.036769 0.05 -0.22 0.02
H -0.352913 0.732607 -2.073167 -0.36 -0.60 0.02
H 0.414223 -0.752957 -1.480384 1.66 -1.14 -0.90
H -1.936689 -1.859312 1.036835 0.78 0.27 -1.10
H -0.284244 -1.440442 1.300678 0.38 0.51 0.87
H -0.558810 -2.206165 -0.065171 1.20 -3.46 -2.42
H -1.929981 1.738948 -0.894156 0.66 1.15 -0.97
```
Positions in Å, forces in eV/Å.

Results
Largest force on an atom = 4.4 eV/Å
Spin multiplicity = 1
HOMO energy (alpha / beta) = -8.4982 / -6.5220 eV
Relative energy (zero: lowest compared OMol25 entry of this formula, charge and spin) = 5.802 eV

So, what does the Mulliken scheme give us? The charges, in e, come out as: -0.12 -0.70 -0.43 -1.17 0.56 -1.26 -0.22 0.29 0.37 0.28 0.41 0.40 0.39 0.35 0.34 0.41 0.10

=====

Entry 3:
The following is a quantum chemistry calculation of a cluster of 8 separate species, C28H70N2O8 in total in a non-equilibrium geometry, from OMol25.

XYZ file:
```
108
Properties=species:S:1:pos:R:3:forces:R:3
C 5.931346 -5.573921 3.100971 -0.21 1.06 -0.16
C 4.567586 -6.152661 3.601111 -0.15 0.30 1.51
C 4.974426 -7.267641 4.547691 -0.04 -0.70 2.29
C 3.924886 -7.853421 5.570561 -0.18 1.85 -1.06
C 3.554016 -6.630891 6.419171 1.23 0.26 0.30
C 3.020026 -5.412671 5.607851 -1.26 -1.69 0.03
N 3.864136 -5.056841 4.441341 2.34 -3.26 0.80
O 3.519096 -3.962791 3.699251 -1.08 0.67 -0.56
C 1.538246 -5.862601 5.212501 0.24 0.84 -1.13
C 2.996706 -4.211141 6.547241 -1.02 1.42 -0.97
C 3.723806 -6.772781 2.483971 0.47 0.38 -0.22
H 5.863936 -4.651371 2.524381 -0.73 -0.02 -0.41
H 6.554306 -6.218211 2.480561 -0.36 -0.52 0.12
H 6.562256 -5.205511 3.909871 -0.15 -0.55 0.51
H 5.525516 -8.077851 4.070241 -0.21 0.14 -0.52
H 5.680826 -6.839111 5.258641 0.44 0.12 -0.11
H 4.403486 -8.654021 6.134541 -0.28 0.01 0.02
H 2.986676 -8.153641 5.103941 0.21 -0.65 -0.22
H 4.437466 -6.317741 6.975541 0.51 0.20 -0.22
H 2.892236 -6.821981 7.263941 -0.64 -0.17 -0.40
H 0.891206 -6.192281 6.025361 0.19 0.47 0.27
H 1.075186 -5.087261 4.602161 -0.27 0.72 0.64
H 1.418586 -6.633141 4.450891 0.94 -0.69 0.24
H 2.685946 -4.302751 7.587971 0.23 -0.73 -0.06
H 3.891666 -3.593441 6.472461 0.39 -0.48 0.24
H 2.243036 -3.551021 6.117921 -0.23 0.30 0.06
H 2.647606 -6.753391 2.655821 0.09 0.76 -0.25
H 3.904566 -7.842661 2.380091 0.53 0.03 -0.08
H 4.119246 -6.244101 1.616661 -1.08 -0.28 -0.64
H 4.107146 -3.269751 4.008261 0.09 0.20 -0.04
C 1.665436 3.651609 1.413701 -0.24 -0.19 -0.58
C 0.873406 3.935989 0.038581 2.62 -1.29 0.65
C 1.920496 4.390239 -1.043869 0.29 -1.27 0.80
C 1.453906 4.356019 -2.459059 -1.65 0.28 -0.75
C 0.884496 2.975239 -2.842749 0.12 0.86 1.27
C -0.161754 2.442699 -1.780029 -0.43 0.08 -0.12
N 0.250256 2.657309 -0.371209 1.98 0.06 -0.49
O -0.712904 2.173339 0.571091 0.16 0.64 -0.79
C -1.581374 3.141959 -1.918619 0.65 -0.74 -1.46
C -0.227964 0.897309 -2.013489 -1.56 -0.21 1.28
C 0.001836 5.075799 0.306931 -3.00 1.79 0.75
H 0.972106 3.414539 2.220661 -0.25 0.03 -0.15
H 2.271956 4.480089 1.779581 -0.26 0.50 -0.40
H 2.383406 2.832009 1.384131 -0.21 -0.30 -0.56
H 2.252006 5.388489 -0.758039 0.17 -0.08 0.05
H 2.755646 3.689829 -1.036339 0.36 0.06 0.54
H 2.218696 4.690189 -3.160139 0.22 -0.19 0.07
H 0.657096 5.091689 -2.568589 -0.25 0.18 -0.15
H 1.738506 2.305249 -2.942189 -0.11 -0.40 0.34
H 0.433346 3.002149 -3.834639 -0.32 0.00 0.11
H -2.311014 2.981849 -1.124839 0.62 -0.12 0.39
H -1.466874 4.209989 -2.103789 0.04 0.02 0.13
H -2.065814 2.712169 -2.795379 -0.06 0.14 -0.33
H 0.011076 0.391169 -2.948779 -0.01 0.92 -0.43
H 0.303666 0.300979 -1.271959 0.51 0.47 0.21
H -1.266124 0.674739 -1.766959 -0.23 -0.53 -0.31
H -1.013354 4.756279 0.542291 -0.13 -0.33 0.19
H -0.192124 5.809799 -0.475209 0.47 -0.17 -0.51
H 0.264706 5.673199 1.179931 0.45 -0.10 0.00
H -0.412164 1.270509 0.697781 0.03 -0.12 0.24
C -3.237284 6.789229 7.685081 0.37 -0.29 -0.93
C -4.136884 7.299899 6.525321 -0.05 -1.94 0.53
O -4.936474 8.298729 7.102681 0.06 0.58 -0.63
H -2.780864 7.679539 8.117671 0.10 -0.07 0.30
H -2.418874 6.123079 7.412071 0.10 0.10 -0.48
H -3.759704 6.219489 8.453571 -0.47 0.44 -0.07
H -4.786904 6.533129 6.103861 -0.36 -0.29 0.64
H -3.630734 7.563859 5.596751 0.70 0.82 0.31
H -4.252714 8.903179 7.400551 -0.46 0.66 0.35
C 7.414256 -2.447681 -5.471779 1.32 -0.54 0.43
C 8.253926 -3.441981 -4.644639 -1.43 1.00 -0.29
O 7.461676 -4.601491 -4.504799 0.60 -1.13 0.38
H 8.044926 -1.598021 -5.733349 -0.27 0.10 -0.32
H 6.546806 -2.100111 -4.910689 -0.07 -0.10 -0.13
H 7.160856 -3.075511 -6.326019 -0.39 0.68 -0.37
H 8.502196 -3.013061 -3.673819 0.16 -0.11 0.17
H 9.169646 -3.673841 -5.188509 -0.03 -0.26 0.10
H 6.522016 -4.428261 -4.597729 0.11 0.36 0.03
C -8.135054 0.491289 -4.866779 1.08 0.52 -0.59
C -8.313724 -0.353151 -3.648559 -1.91 0.27 -0.84
O -8.480304 -1.671701 -4.083769 0.80 -1.72 -0.23
H -7.224134 0.115119 -5.332399 0.31 0.40 -0.13
H -8.003204 1.519479 -4.529799 0.14 0.20 -0.36
H -8.865884 0.438989 -5.673779 -0.52 -0.11 0.53
H -9.259754 -0.057721 -3.194839 0.35 0.30 0.85
H -7.419144 -0.210371 -3.042389 -0.29 -0.35 0.48
H -9.334644 -2.075351 -3.914059 0.05 0.50 0.29
C -4.582714 6.874829 -9.058519 0.11 -0.18 1.34
C -5.059654 7.789239 -7.913019 -1.13 0.23 -1.65
O -6.249914 8.538109 -8.409749 1.41 -0.71 1.02
H -3.851044 6.178119 -8.649439 0.28 -0.01 -0.06
H -4.092574 7.440969 -9.850569 -0.29 -0.07 -0.15
H -5.411364 6.247009 -9.386059 -0.01 0.31 -0.35
H -4.264234 8.475239 -7.621789 -0.08 0.13 0.12
H -5.375464 7.208289 -7.046489 -0.14 0.15 -0.12
H -5.934264 8.960719 -9.211859 -0.14 0.16 -0.14
C 0.915736 -6.371061 -3.929849 -1.26 0.65 -0.12
O 2.147146 -6.466111 -4.503169 2.74 -0.21 -0.90
H 0.730966 -7.193211 -3.238449 -0.39 0.04 0.08
H 0.900076 -5.401401 -3.432239 -0.24 -0.17 0.40
H 0.197046 -6.302111 -4.746449 -0.74 -0.26 0.38
H 2.143466 -7.029521 -5.280449 -0.10 -0.04 0.15
C -7.742534 2.387559 1.787711 0.41 0.51 -0.69
O -8.923904 2.703869 1.039381 0.04 -0.31 0.54
H -7.080224 1.784489 1.166631 -0.05 -0.33 0.07
H -7.153904 3.274589 2.021781 -0.16 0.21 0.15
H -7.944564 1.872799 2.727021 -0.41 -0.02 -0.21
H -8.873904 3.595029 0.685931 0.18 -0.05 0.13
```
Positions in Å, forces in eV/Å.

Results
Largest force on an atom = 4.1 eV/Å
Spin multiplicity = 1
HOMO energy = -8.1018 eV
Relative energy (zero: lowest compared OMol25 entry of this formula, charge and spin) = 5.173 eV

Here are the Mulliken charges for atoms 1 to 99, given in e: -1.88 1.60 -1.54 -0.64 -1.48 1.52 0.35 -0.48 -1.68 -1.78 -1.53 0.44 0.39 0.43 0.56 0.40 0.39 0.31 0.44 0.54 0.39 0.43 0.34 0.35 0.36 0.42 0.25 0.32 0.43 0.35 -1.89 1.49 -1.15 -0.68 -1.24 1.52 0.26 -0.45 -1.72 -1.74 -1.78 0.43 0.44 0.40 0.41 0.37 0.38 0.29 0.43 0.46 0.32 0.36 0.50 0.35 0.32 0.45 0.37 0.33 0.41 0.36 -0.90 -0.26 -0.48 0.29 0.31 0.24 0.26 0.24 0.30 -1.16 -0.12 -0.51 0.33 0.32 0.34 0.23 0.25 0.30 -1.04 -0.09 -0.53 0.29 0.31 0.30 0.26 0.20 0.30 -0.99 -0.25 -0.52 0.31 0.35 0.27 0.23 0.29 0.29 -0.45 -0.49 0.21

=====

Entry 4:
The following is a quantum chemistry calculation of a cluster of 2 separate species, CH3I2PS2 in total in a non-equilibrium geometry, from OMol25.

XYZ file:
```
9
Properties=species:S:1:pos:R:3:forces:R:3
C -1.449712 0.051571 -0.929245 -0.51 -2.84 -0.39
P 2.950639 -0.577252 1.659751 -1.47 -1.16 0.60
S 1.473452 -1.787625 2.084876 1.46 1.08 -0.34
S -1.094237 0.431025 0.842245 -0.13 0.44 -1.20
I 2.807392 -0.021686 -0.697754 0.10 -0.04 -0.31
I 0.110044 2.517326 0.856689 -0.29 -0.35 -0.07
H -2.110971 -0.905171 -0.766197 1.08 1.55 -0.14
H -0.549117 -0.401521 -1.506068 -1.36 1.36 0.97
H -2.137487 0.693335 -1.544300 1.13 -0.06 0.88
```
Positions in Å, forces in eV/Å.

Results
Largest force on an atom = 2.9 eV/Å
Spin multiplicity = 1
HOMO energy = -8.6502 eV
Relative energy (zero: lowest compared OMol25 entry of this formula, charge and spin) = 1.254 eV

So, what does the Mulliken scheme give us? The charges, in e, come out as: -0.66 0.20 -0.16 -0.11 -0.04 0.01 0.23 0.22 0.32